Record 1
75
Properties=species:S:1:pos:R:3:forces:R:3:lowdin_spin:R:1 method="wB97M-V/def2-TZVPD" charge=-1 e_above_lowest_kj_mol=244.84 e_tot_ha=-3949.11094 spin_multiplicity=5 e_homo_ev="-0.99 / -3.81"
Ir 14.751563 13.293894 8.399182 1.0 -1.2 0.3 2.2114
O 15.146184 20.485425 8.206428 1.1 -0.5 0.2 0.0273
C 16.149032 19.734641 8.390152 0.3 0.7 0.1 0.0167
O 17.370966 20.028889 8.624000 -1.5 -0.1 -0.3 0.0099
C 15.862791 18.244098 8.347774 -2.4 -0.6 -0.7 0.1533
C 16.845385 17.283087 8.626027 1.8 -1.5 0.7 0.0719
C 16.572873 15.924153 8.721920 0.9 1.2 -0.3 0.0875
N 15.390805 15.379908 8.376744 1.5 -0.2 0.9 0.3526
C 14.436099 16.285218 8.033380 -0.9 1.2 -0.3 0.1583
C 14.586330 17.682339 8.052692 1.7 0.4 0.4 -0.0039
C 13.202788 15.683958 7.678319 0.8 1.3 0.5 0.1157
O 12.192415 16.315440 7.413888 -1.2 -0.7 -0.5 0.1497
O 13.310457 14.356503 7.722230 -3.0 -0.4 -1.4 0.2330
H 17.896020 17.587943 8.805064 -0.9 0.0 0.0 0.0060
H 17.361785 15.239772 9.035292 0.0 0.2 -0.1 0.0063
H 13.694884 18.276864 7.850297 0.5 0.0 0.0 -0.0024
C 15.720173 13.961605 11.430034 0.0 0.4 -0.3 0.0063
N 15.128341 12.857705 10.644922 0.1 -0.9 2.2 0.0731
C 13.829852 12.590109 11.328135 0.0 0.3 -0.7 0.0044
C 15.957573 11.642561 10.944182 0.0 0.9 0.3 0.0058
C 15.697851 10.527459 9.978001 -0.1 -0.4 -1.0 0.0025
N 15.653938 11.030745 8.563096 0.9 -1.0 0.6 0.0498
C 15.217788 9.932971 7.681962 -0.2 0.3 -0.1 0.0064
C 17.019910 11.387529 8.121964 -0.1 0.0 0.2 0.0119
H 15.676232 13.703878 12.500208 0.3 0.1 -0.1 0.0027
H 15.124036 14.875250 11.276997 0.4 -0.3 -0.1 0.0016
H 16.761778 14.114709 11.115642 -0.4 0.2 0.1 0.0024
H 14.000909 12.446423 12.407545 -0.1 0.1 -0.2 0.0023
H 13.402117 11.683173 10.903453 -0.2 0.1 0.0 0.0001
H 13.180888 13.457434 11.154472 0.0 -0.4 0.1 0.0004
H 15.714632 11.302430 11.972519 0.3 0.1 -0.3 0.0029
H 17.015750 11.957696 10.956226 -0.3 -0.3 -0.2 0.0005
H 14.749889 10.009154 10.164835 0.0 0.3 0.1 0.0002
H 16.494121 9.757256 10.086948 -0.3 0.3 -0.1 0.0010
H 15.884142 9.063171 7.823192 -0.3 0.0 -0.1 0.0015
H 15.284958 10.281921 6.633792 -0.2 -0.2 0.5 0.0008
H 14.175656 9.681502 7.902118 0.2 -0.1 0.0 0.0004
H 17.791816 10.858195 8.711952 -0.3 0.0 -0.2 0.0007
H 17.638577 13.087980 9.101296 0.0 0.0 -0.2 0.0013
H 17.087926 11.059145 7.080646 0.3 0.5 0.2 0.0002
N 17.184779 12.823942 8.231718 0.3 -0.2 0.0 0.0637
C 17.828431 13.457985 7.123044 0.7 0.1 -0.3 0.0060
C 17.073175 13.730358 5.993238 -0.8 0.1 0.0 0.0119
C 17.584908 14.529251 4.986170 -0.2 -0.5 -0.3 0.0019
C 18.913809 14.895561 5.024637 0.3 0.5 -0.2 0.0034
C 19.713017 14.539419 6.101733 0.7 -0.2 0.1 0.0046
C 19.184131 13.809829 7.164923 -0.2 0.0 0.0 0.0043
H 16.034260 13.369202 5.931503 0.5 0.4 0.2 0.0076
H 16.941696 14.837363 4.161053 0.2 -0.2 0.2 0.0002
H 19.317091 15.467263 4.193778 0.1 0.0 0.2 0.0001
H 20.782816 14.810484 6.106928 -0.7 -0.1 0.0 0.0001
H 19.833186 13.494914 8.000018 -0.5 0.3 -0.3 0.0007
C 11.897276 11.103956 6.237493 0.2 -0.2 0.6 0.0103
As 12.188925 11.824798 8.087081 -1.3 0.0 0.1 0.0621
C 10.520961 12.982952 8.122441 0.7 -0.6 0.4 0.0173
C 11.476307 10.283059 9.308391 0.7 0.8 0.0 0.0156
C 10.277846 9.572147 8.828873 -0.5 -0.4 -0.2 0.0019
C 10.397681 8.468834 7.978070 0.5 -0.2 -0.1 0.0028
C 9.296617 7.716843 7.610555 0.0 -0.2 -0.2 -0.0001
C 8.026976 8.054109 8.062325 -0.1 -0.3 -0.2 0.0034
C 7.882918 9.160837 8.869889 -0.2 0.4 0.3 0.0000
C 8.987037 9.921544 9.228568 0.0 0.3 0.1 0.0030
H 10.901945 10.655891 6.149880 0.2 0.0 0.0 0.0017
H 12.678443 10.348656 6.034629 -0.4 0.3 -0.1 0.0002
H 11.989300 11.942897 5.536253 0.1 -0.2 0.3 0.0003
H 9.686783 12.396063 7.697297 0.3 0.4 0.2 0.0031
H 10.754657 13.889854 7.550999 -0.1 -0.3 0.1 0.0004
H 10.314911 13.268001 9.176121 0.1 -0.2 -0.7 0.0003
H 11.276191 10.792210 10.284210 0.3 -0.4 -0.7 0.0000
H 12.314626 9.561133 9.432513 -0.4 0.5 0.0 0.0001
H 11.386209 8.175539 7.594274 -0.4 0.2 0.3 0.0003
H 9.447682 6.844181 6.979162 -0.1 0.2 0.0 -0.0001
H 7.153399 7.473787 7.774066 0.2 0.0 0.1 0.0002
H 6.905743 9.439907 9.260227 0.1 0.0 -0.2 -0.0001
H 8.835501 10.822998 9.822206 0.1 -0.2 0.1 0.0004

---

Record 2
75
Properties=species:S:1:pos:R:3:forces:R:3:mulliken_charge:R:1 method="wB97M-V/def2-TZVPD" charge=-1 e_above_lowest_kj_mol=0.00 e_tot_ha=-7636.23448 e_homo_ev=-4.47
Ca 0.439820 -0.396228 -0.627443 0.0 -0.1 0.0 1.2329
O -3.321347 -2.567795 -1.728653 0.0 0.0 0.0 -0.6482
C -3.989904 -2.702919 -0.572190 0.0 0.0 0.0 0.1753
C -5.200980 -3.392337 -0.561615 0.0 0.0 0.0 -0.5632
C -5.903018 -3.552424 0.622656 0.0 0.0 0.0 -0.3653
C -5.406956 -3.042831 1.814910 0.0 0.0 0.0 -0.7340
C -4.197575 -2.358457 1.798930 0.0 0.0 0.0 -0.4289
C -3.489085 -2.166384 0.623456 0.0 0.0 0.0 0.3563
C -2.207612 -1.357002 0.609870 0.0 0.0 0.0 0.6363
O -1.324916 -1.714457 -0.357920 0.1 0.0 0.0 -1.2574
N -2.637928 0.075625 0.395807 -0.1 -0.1 0.0 -0.4348
N -1.654472 0.914745 0.061098 0.1 0.1 -0.1 0.4597
C -1.735826 2.160527 0.327717 0.0 0.0 0.0 -0.7519
C -0.699400 3.098507 -0.087673 0.0 0.0 0.0 0.4599
Br 0.336838 2.565593 -1.598029 0.0 0.0 0.0 -0.1685
C -0.443007 4.277204 0.477965 0.0 0.0 0.0 -1.0617
C -1.056470 4.728076 1.741652 0.0 0.0 0.0 0.3748
C -1.141112 3.869488 2.839276 0.0 0.0 0.0 -0.1073
C -1.706270 4.310332 4.027003 0.0 0.0 0.0 -0.7682
C -2.182437 5.608853 4.138839 0.0 0.0 0.0 -0.3609
C -2.079501 6.475571 3.058525 0.0 0.0 0.0 -0.4895
C -1.513812 6.039562 1.871251 0.0 0.0 0.0 -0.4686
H -2.416173 -2.224019 -1.472685 0.0 0.0 0.0 0.2727
H -5.569048 -3.799694 -1.494665 0.0 0.0 0.0 0.4155
H -6.842604 -4.092279 0.614311 0.0 0.0 0.0 0.3522
H -5.947292 -3.182534 2.742157 0.0 0.0 0.0 0.3801
H -3.784446 -1.964393 2.722897 0.0 0.0 0.0 0.4000
H -1.753446 -1.398410 1.615519 0.0 0.0 0.0 0.2266
H -3.284028 0.423879 1.100604 0.0 0.0 0.0 0.3550
H -2.571909 2.572512 0.893363 0.0 0.0 0.0 0.5236
H 0.277665 4.937891 0.011628 0.0 0.0 0.0 0.4359
H -0.725491 2.869585 2.768338 0.0 0.0 0.0 0.4129
H -1.759045 3.636104 4.872400 0.0 0.0 0.0 0.4226
H -2.620416 5.949576 5.068561 0.0 0.0 0.0 0.3652
H -2.438974 7.493511 3.142307 0.0 0.0 0.0 0.3634
H -1.431989 6.716093 1.028465 0.0 0.0 0.0 0.4326
C 4.265879 0.203335 2.906566 0.0 0.0 0.0 -0.8850
Si 2.585111 -0.592893 3.187898 0.0 0.0 0.0 0.5794
C 2.712742 -2.409640 2.708924 0.0 0.0 0.0 -1.0047
C 2.246837 -0.536088 5.038808 0.0 0.0 0.0 -1.0827
Se 0.951515 0.462512 2.095603 0.0 0.0 0.0 -0.3336
H 5.048882 -0.316372 3.467279 0.0 0.0 0.0 0.3326
H 4.246058 1.246719 3.227977 0.0 0.0 0.0 0.2554
H 4.529919 0.185875 1.848005 0.0 0.0 0.0 0.1594
H 3.480229 -2.918680 3.299835 0.0 0.0 0.0 0.3345
H 2.968234 -2.531324 1.653824 0.0 0.0 0.0 0.2235
H 1.758214 -2.912368 2.876976 0.0 0.0 0.0 0.2705
H 3.037621 -1.039013 5.603474 0.0 0.0 0.0 0.3266
H 1.296502 -1.022700 5.266895 0.0 0.0 0.0 0.2511
H 2.182499 0.498588 5.381737 0.0 0.0 0.0 0.2635
C 4.204351 0.154205 -3.759837 0.0 0.0 0.0 -1.0261
Si 3.219764 -0.949529 -2.589950 0.0 0.0 0.0 -0.1501
C 3.847486 -2.713212 -2.820737 0.0 0.0 0.0 -1.0971
C 3.705796 -0.441455 -0.842696 0.0 0.0 0.0 -0.5393
N 1.529461 -0.775482 -2.674048 0.0 0.0 0.1 -0.1136
C 0.760800 -0.976151 -3.796710 0.0 0.0 0.0 0.7170
C 1.264365 -1.428901 -5.035979 0.0 0.0 0.0 -0.1911
C 0.445411 -1.617430 -6.137296 0.0 0.0 0.0 -0.8473
C -0.919098 -1.372254 -6.069000 0.0 0.0 0.0 -0.5050
C -1.444973 -0.928424 -4.860440 0.0 0.0 0.0 -0.7923
C -0.630538 -0.729960 -3.761813 0.0 0.0 0.0 -0.3689
H 5.279383 0.031961 -3.601293 0.0 0.0 0.0 0.3303
H 3.954506 1.204009 -3.585969 0.0 0.0 0.0 0.2564
H 3.992175 -0.063498 -4.808151 0.0 0.0 0.0 0.3283
H 4.925891 -2.766014 -2.644383 0.0 0.0 0.0 0.3441
H 3.653008 -3.095045 -3.824940 0.0 0.0 0.0 0.3136
H 3.356540 -3.387202 -2.114389 0.0 0.0 0.0 0.2780
H 4.789938 -0.512680 -0.718691 0.0 0.0 0.0 0.4629
H 3.269557 -1.084107 -0.069833 0.0 0.0 0.0 -0.5345
H 3.419538 0.588697 -0.608477 0.0 0.0 0.0 0.4031
H 2.322416 -1.643946 -5.127557 0.0 0.0 0.0 0.1547
H 0.884332 -1.969036 -7.064986 0.0 0.0 0.0 0.3494
H -1.557162 -1.528648 -6.929050 0.0 0.0 0.0 0.3526
H -2.508192 -0.741086 -4.765574 0.0 0.0 0.0 0.3773
H -1.092833 -0.383836 -2.840629 0.0 0.0 0.0 0.3620

---

Record 3
80
Properties=species:S:1:pos:R:3:forces:R:3:mulliken_charge:R:1 method="wB97M-V/def2-TZVPD" charge=-2 e_above_lowest_kj_mol=15.53 e_tot_ha=-8513.82332 e_homo_ev=-2.37
Y 1.922744 0.936290 -0.734377 0.0 0.5 -0.6 0.6596
C -0.937957 -6.658932 -2.835825 0.0 0.0 0.0 -1.6507
C 0.503737 -6.180290 -2.617876 0.0 0.0 0.0 2.1406
C 1.160632 -7.045177 -1.532023 0.0 0.0 0.0 -1.6256
C 1.274060 -6.391693 -3.922098 0.0 0.0 0.0 -2.2239
C 0.508510 -4.716692 -2.180297 0.0 0.0 0.0 0.0032
C 1.146846 -3.713782 -2.893001 0.0 -0.1 -0.1 -0.3686
C 1.128921 -2.418136 -2.418847 0.1 0.2 0.0 -0.5234
Br 1.993974 -1.036939 -3.410159 0.0 -0.1 0.1 -0.2519
C 0.512053 -2.020461 -1.221420 0.1 0.1 0.0 1.1052
O 0.558831 -0.778841 -0.822501 0.0 -0.2 0.0 -0.4996
C -0.175679 -3.045236 -0.509165 0.0 0.0 -0.1 -0.3837
C -0.145973 -4.340570 -1.005589 0.0 0.1 0.1 -0.3911
C -0.932058 -2.682446 0.763695 -0.1 0.0 0.0 2.5445
C -1.663973 -3.886695 1.362720 0.1 -0.1 0.0 -2.5645
C -1.998951 -1.621917 0.446336 0.1 0.1 0.0 -1.3809
C 0.042542 -2.152090 1.822887 0.0 0.0 0.1 -1.3808
H -0.952849 -7.711350 -3.136684 0.0 0.0 0.0 0.4612
H -1.420829 -6.067707 -3.616764 0.0 0.0 0.0 0.3534
H -1.532972 -6.557649 -1.926547 0.0 0.0 0.0 0.2986
H 1.164811 -8.099295 -1.827266 0.0 0.0 0.0 0.4574
H 0.628760 -6.958384 -0.583944 0.0 0.0 0.0 0.3041
H 2.190362 -6.725758 -1.362602 0.0 0.0 0.0 0.3592
H 1.245877 -7.448738 -4.199491 0.0 0.0 0.0 0.4341
H 2.320244 -6.097732 -3.819230 0.0 0.0 0.0 0.4084
H 0.837219 -5.815416 -4.740216 0.0 0.0 0.0 0.3984
H 1.670559 -3.914639 -3.817277 0.0 0.0 0.0 0.4598
H -0.659434 -5.110894 -0.444443 0.0 0.0 0.0 0.3050
H -2.388126 -4.322388 0.668639 0.0 0.0 0.0 0.3938
H -2.208902 -3.562252 2.251828 0.0 0.0 0.0 0.4666
H -0.959676 -4.665762 1.664332 0.0 0.0 0.0 0.4089
H -2.676715 -1.970666 -0.338424 0.0 0.0 0.0 0.2757
H -1.539673 -0.695064 0.108634 0.0 0.0 0.0 0.0774
H -2.585859 -1.423482 1.347339 0.0 0.0 0.0 0.4441
H 0.757883 -2.923787 2.115017 0.0 0.0 0.0 0.3051
H -0.514240 -1.841796 2.714338 0.0 0.0 0.0 0.4442
H 0.631673 -1.312964 1.467208 0.0 0.0 0.0 -0.0381
S 3.111236 2.451894 -2.813738 -0.1 0.1 0.1 -0.4845
S 2.021974 4.195480 -2.781898 0.1 -0.1 0.1 -0.0504
S 2.686502 5.262574 -1.139591 0.0 -0.1 -0.1 -0.1320
S 2.140612 4.097154 0.488388 0.0 -0.1 0.0 -0.3363
F 0.174781 2.170093 -0.754320 0.1 -0.2 0.1 -0.2334
C 0.258578 2.565488 4.766658 -0.1 0.0 0.0 -1.0784
Te 1.419395 1.590147 3.236279 0.0 0.1 0.1 0.3773
C 3.163344 2.701327 3.751658 0.0 -0.1 0.0 -0.9701
H 0.620938 2.297288 5.758768 0.0 0.0 0.0 0.4126
H -0.778270 2.242851 4.663297 0.0 0.0 0.0 0.1967
H 0.291091 3.647093 4.639244 0.0 0.0 0.0 0.3002
H 3.005190 3.757472 3.544590 0.0 0.0 0.0 0.2601
H 3.959296 2.310794 3.123028 0.0 0.0 0.0 0.2559
H 3.390816 2.543520 4.804601 0.0 0.0 0.0 0.3673
O 3.095738 -1.267218 1.073009 0.2 -0.1 0.1 -0.5453
S 4.015693 -0.179705 0.735600 0.2 0.2 -0.3 1.1364
O 5.307933 -0.199602 1.377527 -0.1 -0.1 0.1 -0.7485
O 3.249982 1.128225 1.075935 0.0 -0.3 0.0 -0.5593
O 4.108039 -0.081902 -0.771505 -0.4 0.0 0.4 -0.6156
Ge -0.007630 4.715355 0.654191 -0.3 0.2 0.3 0.9650
C -0.797685 5.380082 -1.008894 0.1 -0.1 0.0 0.0249
C -1.364788 4.534189 -1.960581 0.0 0.0 0.0 -0.0250
C -1.952531 5.058342 -3.102531 0.0 0.0 0.0 -0.6687
C -1.973814 6.431243 -3.315502 0.0 0.0 0.0 -0.3648
C -1.407896 7.281690 -2.376957 0.0 0.0 0.0 -0.5438
C -0.827926 6.754058 -1.229862 0.0 0.0 0.0 -0.3609
C -1.333992 3.688014 1.691015 0.0 0.0 -0.1 0.2896
C -1.783338 2.397742 1.399848 0.1 0.0 0.0 -0.1475
C -2.813092 1.827787 2.132777 0.0 0.0 0.1 -0.3032
C -3.417196 2.531091 3.170495 0.0 0.0 0.0 -0.4914
C -2.980430 3.811474 3.471012 0.0 0.0 0.0 -0.5968
C -1.949692 4.379896 2.731212 0.1 0.1 0.0 -0.5591
H 0.063491 5.993391 1.565673 0.0 -0.1 -0.2 -0.2787
H -1.302788 3.463081 -1.814929 0.0 0.0 0.0 0.3381
H -2.376849 4.389147 -3.841394 0.0 0.0 0.0 0.3750
H -2.419606 6.836678 -4.216486 0.0 0.0 0.0 0.3487
H -1.409567 8.353152 -2.540140 0.0 0.0 0.0 0.3504
H -0.380834 7.421529 -0.501550 0.0 0.0 0.0 0.2321
H -1.303651 1.844307 0.603326 0.0 0.0 0.0 0.4389
H -3.144608 0.826289 1.892961 0.0 0.0 0.0 0.2503
H -4.220417 2.079488 3.741267 0.0 0.0 0.0 0.3663
H -3.433804 4.367326 4.283584 0.0 0.0 0.0 0.3279
H -1.610598 5.381003 2.977028 0.0 0.0 0.0 0.2543